1.
Molecular formula: C23H26N2O4
Method: DFT, ωB97M-V/def2-TZVPD

The geometry in XYZ format:
```
55
Properties=species:S:1:pos:R:3:mulliken_charge:R:1
C -6.432 -3.947 0.004 -1.42
C -5.572 -2.725 -0.068 0.99
C -6.120 -1.460 0.120 -0.56
C -5.326 -0.334 0.070 -0.75
C -3.951 -0.440 -0.144 0.32
C -3.401 -1.704 -0.342 -0.28
C -4.207 -2.826 -0.311 -1.00
H -3.768 -3.800 -0.478 0.34
H -2.349 -1.816 -0.555 0.39
C -3.159 0.816 -0.189 0.30
O -3.665 1.844 -0.590 -0.62
C -1.727 0.742 0.313 0.31
C -0.732 1.027 -0.825 -0.41
C -0.742 2.511 -1.214 -1.14
N -0.515 3.420 -0.112 0.20
C 0.859 3.675 0.260 -1.35
C 1.726 2.457 0.610 0.77
O 1.705 1.926 1.700 -0.66
N 2.501 2.043 -0.434 0.05
C 3.406 0.978 -0.499 0.48
C 3.642 0.126 0.571 -0.33
C 4.561 -0.907 0.450 0.36
C 5.270 -1.082 -0.742 0.39
C 5.010 -0.241 -1.816 -0.93
C 4.084 0.774 -1.702 -0.76
H 3.893 1.421 -2.545 0.36
H 5.553 -0.400 -2.734 0.42
O 6.227 -2.057 -0.889 -0.46
C 6.649 -2.603 0.340 -0.46
C 5.438 -2.918 1.218 -0.46
H 5.740 -3.358 2.170 0.34
O 4.739 -1.734 1.527 -0.44
H 4.778 -3.615 0.683 0.28
H 7.213 -3.506 0.102 0.34
H 7.298 -1.889 0.866 0.29
H 3.123 0.253 1.505 0.63
H 2.428 2.572 -1.292 0.17
H 1.326 4.230 -0.564 0.37
H 0.842 4.322 1.141 0.41
C -1.466 3.186 0.955 -1.02
C -1.493 1.741 1.460 -1.18
H -2.280 1.633 2.209 0.47
H -0.538 1.504 1.932 0.39
H -1.240 3.861 1.782 0.43
H -2.451 3.445 0.556 0.43
H 0.002 2.700 -1.993 0.37
H -1.729 2.755 -1.621 0.53
H -0.983 0.424 -1.702 0.51
H 0.262 0.729 -0.486 0.07
H -1.542 -0.263 0.702 0.69
H -5.752 0.649 0.203 0.42
H -7.181 -1.362 0.300 0.37
H -5.997 -4.765 -0.565 0.37
H -7.430 -3.742 -0.376 0.38
H -6.528 -4.271 1.041 0.27
```

HOMO-LUMO gap ... 8.6 eV
SMILES string ... Cc1ccc(C(=O)C2CCN(CC(=O)Nc3ccc4c(c3)OCCO4)CC2)cc1
Calculated total energy ... -35443.2847 eV
Energy above the lowest of the compared OMol25 structures with the same formula, charge and spin ... 61.2 kcal per mole

***

2.
Molecular formula: C44H52As2FN5O5PY
Method: DFT, ωB97M-V/def2-TZVPD

The geometry in XYZ format:
```
111
Properties=species:S:1:pos:R:3:mulliken_charge:R:1
Y -0.689 -0.120 -0.392 0.12
C 1.258 -2.702 -2.359 -1.21
C -0.144 -2.959 -2.887 -1.32
As -1.548 -2.514 -1.590 1.55
C -3.132 -3.218 -2.367 0.55
C -4.298 -2.463 -2.291 -0.44
C -5.467 -2.938 -2.868 -0.66
C -5.467 -4.164 -3.517 -0.53
C -4.302 -4.918 -3.591 -0.83
C -3.129 -4.449 -3.019 -0.40
C -1.081 -3.652 -0.091 0.85
C -1.684 -4.884 0.140 -0.52
C -1.280 -5.666 1.213 -0.76
C -0.274 -5.230 2.065 -0.76
C 0.318 -3.993 1.858 -1.16
C -0.095 -3.208 0.790 0.47
As 1.572 -0.806 -1.931 1.95
C 3.453 -0.795 -1.543 -0.01
C 4.230 0.280 -1.959 -0.76
C 5.587 0.299 -1.664 -0.63
C 6.163 -0.748 -0.958 -0.67
C 5.382 -1.816 -0.536 -0.66
C 4.024 -1.841 -0.824 -0.12
C 1.446 -0.022 -3.685 0.55
C 0.550 1.013 -3.928 -0.31
C 0.438 1.549 -5.205 -0.78
C 1.223 1.054 -6.234 -0.51
C 2.126 0.024 -5.991 -0.79
C 2.238 -0.516 -4.720 -0.59
H 2.013 -2.973 -3.099 0.70
H 1.456 -3.285 -1.460 0.73
H -0.261 -4.005 -3.169 0.60
H -0.355 -2.352 -3.770 0.42
H -4.304 -1.511 -1.775 0.17
H -6.373 -2.351 -2.813 0.43
H -6.377 -4.534 -3.969 0.42
H -4.307 -5.873 -4.099 0.42
H -2.232 -5.050 -3.089 0.36
H -2.475 -5.240 -0.508 0.51
H -1.754 -6.623 1.383 0.44
H 0.042 -5.852 2.891 0.44
H 1.094 -3.639 2.524 0.55
H 0.388 -2.232 0.691 -0.22
H 3.796 1.092 -2.529 0.51
H 6.196 1.129 -1.998 0.44
H 7.223 -0.735 -0.742 0.44
H 5.833 -2.637 0.006 0.46
H 3.432 -2.686 -0.491 0.32
H -0.076 1.421 -3.141 0.25
H -0.262 2.353 -5.393 0.48
H 1.138 1.471 -7.228 0.42
H 2.744 -0.357 -6.793 0.43
H 2.957 -1.307 -4.542 0.34
O 0.163 0.331 1.440 0.56
P 0.656 1.039 2.728 -3.71
N 0.332 2.622 2.515 1.15
C -0.899 3.083 1.834 0.19
C -0.856 4.621 1.944 -0.50
C 0.540 4.943 2.484 -1.00
C 0.864 3.726 3.335 -0.37
N 2.242 0.750 2.853 0.96
C 3.138 0.885 1.678 0.27
C 4.538 0.985 2.287 -0.63
C 4.395 0.294 3.641 -0.92
C 3.022 0.758 4.108 -0.14
N -0.151 0.417 3.989 0.52
C -0.286 1.087 5.311 -0.24
C -0.084 -0.040 6.317 -0.77
C -0.664 -1.254 5.599 -0.69
C -0.230 -1.060 4.148 -0.05
H -1.793 2.673 2.314 0.35
H -0.886 2.762 0.790 -0.45
H -1.624 4.970 2.634 0.38
H -1.043 5.095 0.982 0.21
H 0.568 5.868 3.055 0.42
H 1.260 5.020 1.668 0.32
H 0.343 3.786 4.295 0.29
H 1.930 3.594 3.521 0.19
H 2.885 1.767 1.083 0.39
H 3.036 0.003 1.047 -0.32
H 4.815 2.031 2.429 0.33
H 5.286 0.526 1.643 0.30
H 5.181 0.557 4.345 0.45
H 4.394 -0.791 3.519 0.31
H 3.085 1.764 4.535 0.29
H 2.571 0.096 4.846 -0.03
H -1.288 1.511 5.400 0.37
H 0.436 1.893 5.432 0.23
H -0.577 0.174 7.263 0.45
H 0.978 -0.188 6.521 0.22
H -1.752 -1.253 5.669 0.36
H -0.306 -2.199 6.003 0.37
H -0.947 -1.474 3.440 -0.07
H 0.748 -1.514 3.957 0.18
F -2.867 6.247 -0.700 -0.35
C -3.264 5.228 -1.455 0.38
C -3.596 4.056 -0.926 -0.13
N -4.010 2.990 -1.713 0.16
C -4.198 1.696 -1.119 -1.63
C -2.893 1.040 -0.764 1.94
O -1.822 1.381 -1.394 -0.56
O -2.839 0.137 0.116 -0.74
C -4.074 3.078 -3.097 0.48
O -4.365 2.134 -3.795 -0.63
N -3.766 4.323 -3.599 -0.06
C -3.328 5.456 -2.906 0.23
O -3.025 6.474 -3.463 -0.55
H -3.574 3.893 0.144 0.56
H -4.656 1.055 -1.880 0.46
H -4.854 1.719 -0.250 0.36
H -3.839 4.418 -4.604 0.25
```

HOMO-LUMO gap ... 8.2 eV
Calculated total energy ... -198880.5791 eV
Total charge ... +2
Energy above the lowest of the compared OMol25 structures with the same formula, charge and spin ... 22.8 kcal per mole

***

3.
Molecular formula: C2H2O3S
Method: DFT, ωB97M-V/def2-TZVPD

The geometry in XYZ format:
```
8
Properties=species:S:1:pos:R:3:mulliken_charge:R:1
C 0.948 1.217 0.750 -0.13
C 0.661 1.252 -0.700 -0.24
O -4.310 0.938 -0.719 -0.38
O -2.961 -1.074 -0.141 -0.36
O -0.232 1.420 0.378 -0.03
S -3.971 -0.105 0.267 0.74
H 0.914 2.166 -1.357 0.17
H 0.756 0.440 -1.323 0.24
```

HOMO-LUMO gap ... 8.4 eV
Calculated total energy ... -19079.4433 eV
Energy above the lowest of the compared OMol25 structures with the same formula, charge and spin ... 115.3 kcal per mole